39
Properties=species:S:1:pos:R:3 method="wB97M-V/def2-TZVPD" homo_ha="-0.0442 / -0.0445" e_tot_ha=-1687.096916 gap_ev="3.799 / 3.808" e_lumo_ev="2.60 / 2.60" max_force_ev_per_a=3.837 total_charge=-1
Pd 9.315 5.952 7.386
C 14.701 9.600 6.463
C 13.278 9.467 6.051
N 12.805 8.092 6.054
C 11.580 7.643 6.248
S 11.344 5.858 6.315
N 10.559 8.538 6.431
N 9.469 7.977 6.921
C 8.420 8.738 7.267
C 8.363 10.233 7.110
C 7.379 8.073 8.084
C 6.275 8.632 8.709
C 5.580 7.907 9.688
C 5.840 6.499 9.747
C 6.751 5.934 8.893
N 7.577 6.718 8.203
H 14.937 8.927 7.271
H 14.892 10.595 6.930
H 15.408 9.498 5.636
H 13.110 9.851 5.071
H 12.581 10.021 6.702
H 13.397 7.368 5.764
H 8.896 10.452 6.193
H 8.842 10.756 7.981
H 7.355 10.602 7.067
H 6.004 9.660 8.418
H 4.779 8.365 10.191
H 5.247 5.886 10.367
H 6.765 4.876 8.675
C 4.136 6.666 4.514
S 5.537 6.378 5.683
C 7.060 6.221 4.681
O 5.361 5.008 6.258
H 3.974 5.672 4.037
H 4.360 7.409 3.705
H 3.266 7.009 5.136
H 6.924 5.318 4.061
H 8.080 6.166 5.206
H 6.995 7.029 3.928